Run one
Below is a structure of composition C4H6N3O, with properties calculated with ωB97M-V/def2-TZVPD.

```
! RIJCOSX wB97M-V def2-TZVPD def2/J DEFGRID3
* xyz 1 1
H 1.08729 1.44802 2.03897
H 2.38154 -1.83973 0.60133
C 1.55378 -1.26917 0.23673
N -1.15933 1.25132 0.23613
C 0.70845 -1.64210 -0.76720
N 1.60569 0.52883 1.88357
C -0.42812 -0.74140 -0.84356
H -2.08776 -0.27504 -1.83345
H -1.65870 1.32945 1.13573
H 0.81290 -2.42675 -1.43042
H -1.90511 1.41853 -0.45344
O -1.20359 -0.85300 -1.91627
C 1.16647 -0.11868 0.96380
N -0.45095 0.14453 0.09851
*
```

The value obtained for the LUMO energy is -0.205 hartree. The HOMO energy is -14.083 eV. The HOMO-LUMO gap comes out at 0.312 Eh.

These are the Mulliken partial charges, in e, on atoms 1 to 6: number 1, H, carries 0.345; number 2, H, carries 0.470; number 3, C, carries -0.466; number 4, N, carries -0.853; number 5, C, carries -0.591; number 6, N, carries -0.409

***

Run two
Below is the ion C4H6N3O with charge +1, with properties calculated with ωB97M-V/def2-TZVPD.

```
! RIJCOSX wB97M-V def2-TZVPD def2/J DEFGRID3
* xyz 1 1
C 0.55532 0.92034 1.05130
H -0.48719 -2.44259 0.01956
C 1.36558 -0.29562 1.18295
N 1.19045 -1.42435 0.64440
H 2.29954 -0.21609 1.86693
H 0.83661 -2.18091 -1.22375
H -1.97206 1.68063 -1.30715
N -0.61583 -0.57663 -0.79371
H -1.04940 2.46534 0.03196
N -1.22777 1.73861 -0.64081
C -0.55898 0.65475 -0.36680
H -1.13280 -0.60777 -1.64522
O 0.61673 2.01290 1.49163
C 0.17979 -1.72860 -0.31129
*
```

The value obtained for the LUMO energy is -0.196 hartree. The HOMO energy is -14.525 eV. The HOMO-LUMO gap comes out at 0.338 Eh. As for the SMILES: [NH2+]=C1NCN=CC1=O.

These are the Mulliken partial charges, in e, on atoms 1 to 6: number 1, C, carries 0.669; number 2, H, carries 0.376; number 3, C, carries -0.150; number 4, N, carries -0.369; number 5, H, carries 0.369; number 6, H, carries 0.323

***

Run three
Below is the ion C4H6N3O with charge +1, with properties calculated with ωB97M-V/def2-TZVPD.

```
! RIJCOSX wB97M-V def2-TZVPD def2/J DEFGRID3
* xyz 1 1
H -1.66607 -2.40699 0.43290
N -1.19007 0.69823 -0.02093
C 1.67281 -0.17590 -0.09746
N 0.45975 1.80378 0.06720
H 0.15172 2.72968 0.27355
C 1.59286 1.23208 -0.04275
C -0.82343 -0.57539 0.06351
N -1.76439 -1.51018 -0.03192
H 2.46323 1.74361 -0.04299
H 2.59168 -0.58462 -0.20245
H -2.69190 -1.46776 -0.46273
O -2.16287 1.40836 -0.07238
C 0.56501 -0.95102 0.01242
H 0.80167 -1.94389 0.12403
*
```

The value obtained for the LUMO energy (spin up / spin down) is -0.205 / -0.205 hartree. The HOMO energy (spin up / spin down) is -13.482 / -13.481 eV. The HOMO-LUMO gap (spin up / spin down) comes out at 0.291 / 0.291 Eh. As for the SMILES: [H]/N=C/C=C\C(=[NH2+])N=O.

These are the Mulliken partial charges, in e, on atoms 1 to 6: number 1, H, carries 0.233; number 2, N, carries 0.373; number 3, C, carries -0.644; number 4, N, carries -0.322; number 5, H, carries 0.274; number 6, C, carries 0.002

***

Run four
Below is the ion C4H6N3O with charge +1, with properties calculated with ωB97M-V/def2-TZVPD.

```
! RIJCOSX wB97M-V def2-TZVPD def2/J DEFGRID3
* xyz 1 1
N 0.55101 0.20194 0.24311
C -0.60045 1.16352 0.15200
N -1.06983 -1.44900 -0.23684
C -1.79252 0.68071 -0.51158
H 2.42343 -0.37024 0.06255
H -0.27377 -1.05319 1.56797
N -1.82205 -0.72039 -0.72632
O -1.71196 0.80713 0.87354
H 1.90057 0.62426 -1.38218
H -2.56537 1.37052 -1.12631
C 1.86648 0.48123 -0.30308
H 2.21267 1.29834 0.30769
H 0.78957 -1.91754 0.53583
C 0.09220 -1.11732 0.54362
*
```

The value obtained for the LUMO energy (spin up / spin down) is -0.251 / -0.275 hartree. The HOMO energy (spin up / spin down) is -14.574 / -14.818 eV. The HOMO-LUMO gap (spin up / spin down) comes out at 0.284 / 0.270 Eh. As for the SMILES: C[N+]1=C2O[C@@H]2N=NC1.

These are the Mulliken partial charges, in e, on atoms 1 to 6: number 1, N, carries 0.076; number 2, C, carries 0.123; number 3, N, carries -0.123; number 4, C, carries 0.124; number 5, H, carries 0.343; number 6, H, carries 0.354

***

Which one is most stable, and which one is least stable? run two is the most stable of them, while run four is the least stable.

***

Run one
Below is a cluster of 2 separate species, C2HCl2NS in total, with properties calculated with ωB97M-V/def2-TZVPD.

```
! RIJCOSX wB97M-V def2-TZVPD def2/J DEFGRID3
* xyz 0 1
N -2.33209 -1.01213 0.13591
Cl 1.43979 0.00465 1.75174
H 0.37114 -0.73550 -0.16617
C -1.87833 -0.00666 -0.21507
C 1.20215 -0.12496 0.12287
S -1.07989 1.37845 -0.67907
Cl 2.27723 0.49616 -0.95022
*
```

The value obtained for the LUMO energy (spin up / spin down) is -0.069 / -0.107 hartree. The HOMO energy (spin up / spin down) is -9.407 / -8.877 eV. The HOMO-LUMO gap (spin up / spin down) comes out at 0.276 / 0.219 Eh.

These are the Mulliken partial charges, in e, on atoms 1 to 6: number 1, N, carries -0.421; number 2, Cl, carries 0.004; number 3, H, carries 0.418; number 4, C, carries 0.317; number 5, C, carries -0.117; number 6, S, carries -0.196

***

Run two
Below is an isolated molecule of C2HCl2NS, with properties calculated with ωB97M-V/def2-TZVPD.

```
! RIJCOSX wB97M-V def2-TZVPD def2/J DEFGRID3
* xyz 0 1
H 0.93669 -0.38072 -1.80484
C -0.20878 0.31997 0.12665
N 0.14915 -1.42238 1.89126
Cl -1.71162 1.28707 0.41020
C -0.03679 -0.69901 1.03313
S -0.27767 -0.46700 -1.69540
Cl 1.14902 1.36207 0.03899
*
```

The value obtained for the LUMO energy is -0.007 hartree. The HOMO energy is -10.369 eV. The HOMO-LUMO gap comes out at 0.374 Eh. As for the SMILES: N#CC(S)(Cl)Cl.

These are the Mulliken partial charges, in e, on atoms 1 to 6: number 1, H, carries 0.145; number 2, C, carries 0.230; number 3, N, carries -0.306; number 4, Cl, carries -0.119; number 5, C, carries 0.244; number 6, S, carries -0.100

***

Which one is most stable, and which one is least stable? run two is the most stable of them, while run one is the least stable.